Record 1
64
Properties=species:S:1:pos:R:3:nbo_charge:R:1 method="wB97M-V/def2-TZVPD" total_charge=-4 lumo_energy_ev=6.69 spin_multiplicity=1 orbital_gap_ev=1.359
B 2.4429 -3.0584 -2.7029 -0.871
H 1.6489 -2.5851 -2.1462 0.009
H 2.9547 -3.8324 -2.1522 -0.085
H 2.0386 -3.4382 -3.6284 -0.023
H 3.1752 -2.3405 -3.0382 -0.019
B -1.8560 0.4414 -4.2263 -0.873
H -2.8761 0.7583 -4.0741 -0.080
H -1.2840 1.1052 -4.8559 0.005
H -1.3212 0.4290 -3.2892 0.043
H -1.6878 -0.5485 -4.6212 -0.033
B 1.1040 2.2471 -4.1778 -0.841
H 1.4274 3.0934 -3.5917 -0.074
H 1.9859 1.6879 -4.4496 -0.050
H 0.4606 1.6810 -3.5221 0.061
H 0.5513 2.6448 -5.0147 -0.059
C 0.0438 0.5468 0.9983 -0.757
C -0.0876 0.7042 -0.5441 0.706
O 0.3108 -0.2529 -1.2755 -0.696
O -0.4436 1.8361 -0.9934 -0.735
H -0.7997 -0.0943 1.2543 0.174
H 0.1043 1.4865 1.5475 0.159
H 1.0079 0.1169 1.2701 0.192
C 1.8595 3.5511 1.1373 -0.494
N 1.6045 3.6675 2.6106 0.542
O 2.5936 3.6204 3.3279 -0.428
O 0.4605 3.8739 3.0028 -0.401
H 2.6532 4.2387 0.8452 0.221
H 1.0427 3.9084 0.5102 0.279
H 2.0613 2.4901 0.9904 0.274
C 3.5803 -0.5439 -0.4574 -0.483
N 3.9191 0.4686 -1.4738 0.520
O 3.3342 0.3744 -2.5444 -0.235
O 4.6812 1.3383 -1.1672 -0.507
H 4.5836 -0.8881 -0.2065 0.173
H 3.0197 -1.3850 -0.8653 0.316
H 3.1483 0.0577 0.3423 0.203
C -1.9864 -2.2685 3.6013 -0.486
N -3.5026 -2.3718 3.3791 0.513
O -3.8892 -2.5197 2.2202 -0.340
O -4.2523 -2.4585 4.3546 -0.456
H -1.6078 -3.2835 3.7219 0.225
H -1.8821 -1.7400 4.5489 0.207
H -1.5832 -1.7483 2.7325 0.272
C -3.7575 1.0682 0.7988 -0.493
N -3.6934 0.6877 -0.5840 0.489
O -4.1473 -0.4033 -0.8345 -0.405
O -3.2898 1.5174 -1.4304 -0.264
H -2.7906 1.3404 1.2219 0.245
H -4.0269 0.2130 1.4186 0.204
H -4.3948 1.9449 0.9151 0.204
C 1.1923 0.7249 5.0225 -0.522
N 1.8394 -0.2060 4.0273 0.519
O 2.6855 0.2467 3.2161 -0.357
O 1.4224 -1.3559 3.9808 -0.392
H 1.7393 1.6673 4.9957 0.249
H 0.9278 0.2617 5.9731 0.211
H 0.2757 0.9144 4.4639 0.252
C -1.7045 -2.8988 -0.9157 -0.509
N -2.0487 -2.7248 -2.2765 0.526
O -1.1386 -2.3977 -2.9785 -0.245
O -3.1555 -2.9600 -2.6365 -0.471
H -0.6376 -3.1161 -0.8642 0.262
H -2.2296 -3.6586 -0.3367 0.172
H -1.8057 -1.8756 -0.5540 0.254

=====

Record 2
48
Properties=species:S:1:pos:R:3:nbo_charge:R:1 method="wB97M-V/def2-TZVPD" total_charge=-1 lumo_energy_ev=1.00 spin_multiplicity=1 orbital_gap_ev=4.367
O -4.5222 3.1657 -1.9728 -0.779
H -5.0013 3.9794 -1.7996 0.545
H -3.5766 3.3080 -1.8873 0.575
H -4.8183 2.4917 -1.3567 0.552
N -0.5049 0.0530 1.1224 -0.871
H -0.5762 0.9231 0.6146 0.458
H -1.1402 -0.4441 0.5146 0.456
H -0.8271 0.3149 2.0430 0.496
H 0.4341 -0.2947 0.9904 0.443
B -1.8780 1.5397 4.9161 -0.866
H -2.1926 2.2690 4.1858 -0.031
H -2.2461 0.5642 4.6383 -0.036
H -0.8061 1.5416 5.0402 -0.052
H -2.3728 1.8213 5.8326 -0.008
C -5.8648 -0.8352 0.4607 -0.255
O -5.2063 0.3037 1.0350 -0.975
H -6.6391 -1.1711 1.1505 0.120
H -6.4131 -0.4444 -0.3965 0.100
H -5.2434 -1.6481 0.0851 0.092
C 0.5899 2.9434 -3.0339 -0.221
O -0.4199 3.1699 -2.1034 -1.018
H 1.1573 2.0174 -2.9407 0.091
H 0.2646 3.0170 -4.0716 0.093
H 1.3309 3.7426 -3.0498 0.094
C 0.4055 -2.7346 -3.1524 -0.613
C -0.8563 -3.4309 -2.6086 0.084
C -0.5605 -4.3865 -1.4617 -0.648
O -1.5452 -2.2794 -2.0848 -0.731
H 1.1369 -3.4968 -3.4211 0.191
H 0.9227 -2.0655 -2.4648 0.218
H 0.2175 -2.2151 -4.0921 0.219
H -1.4123 -3.9199 -3.4085 0.165
H 0.5042 -4.4971 -1.2563 0.212
H -1.0175 -5.3486 -1.6929 0.207
H -1.0962 -4.1284 -0.5481 0.226
H -2.4551 -2.5653 -1.9752 0.467
C 5.2534 0.9204 2.9234 -0.632
C 4.6735 0.8609 1.5241 0.089
C 5.6730 0.9718 0.3534 -0.633
O 3.9966 -0.3596 1.2627 -0.721
H 6.0421 0.1686 2.9535 0.193
H 4.4229 0.6248 3.5644 0.231
H 5.6870 1.8858 3.1844 0.218
H 4.0109 1.6953 1.2941 0.184
H 6.5075 1.6644 0.4637 0.206
H 5.1920 1.3178 -0.5615 0.222
H 6.0873 0.0070 0.0609 0.186
H 4.6826 -1.0171 1.1260 0.458

=====

Record 3
51
Properties=species:S:1:pos:R:3:nbo_charge:R:1 method="wB97M-V/def2-TZVPD" lumo_energy_ev=0.57 spin_multiplicity=1 orbital_gap_ev=10.578
C 1.8285 -0.8061 -1.5453 -0.255
O 0.7548 -1.5408 -1.0058 -0.775
H 1.7975 0.2634 -1.2776 0.179
H 2.7162 -1.2511 -1.1781 0.177
H 1.7556 -0.7832 -2.7073 0.167
H -0.0193 -1.0057 -1.0770 0.504
C 0.6405 -2.3627 2.0703 -0.257
O 1.6636 -2.8615 1.2054 -0.760
H 0.9510 -2.6928 3.0115 0.176
H 0.5493 -1.2966 2.0896 0.187
H -0.3335 -2.8035 1.8043 0.163
H 1.3281 -2.9449 0.3244 0.488
C 4.1257 0.5479 0.9899 -0.254
O 3.5946 -0.4949 1.8046 -0.763
H 3.3774 1.1954 0.5700 0.163
H 4.7307 1.1914 1.6153 0.183
H 4.7660 0.1803 0.1435 0.173
H 3.0395 -1.1408 1.3988 0.505
C -3.5962 1.9803 0.6888 -0.261
O -3.6214 0.5717 0.4905 -0.770
H -2.7601 2.2110 1.4001 0.175
H -3.4048 2.5954 -0.2280 0.172
H -4.5556 2.2954 1.1344 0.177
H -3.9273 0.2776 -0.3702 0.506
C -1.1995 -3.3726 -3.3802 -0.244
O 0.1398 -3.7937 -3.3163 -0.728
H -1.3187 -2.8807 -4.3652 0.171
H -1.8638 -4.2392 -3.3202 0.159
H -1.5157 -2.7390 -2.5812 0.163
H 0.4741 -3.6328 -2.4200 0.477
C 0.6881 1.4278 3.9471 -0.245
O 0.9298 0.6919 2.7631 -0.775
H 0.8833 2.5344 3.8776 0.163
H -0.3605 1.3016 4.2202 0.190
H 1.3141 0.9718 4.7026 0.181
H 1.9004 0.5020 2.5625 0.511
C -3.5883 -0.1542 -3.2297 -0.247
O -3.6884 0.7818 -2.1770 -0.758
H -3.2395 -1.0743 -2.7720 0.160
H -4.6201 -0.3863 -3.5740 0.182
H -2.9239 0.1262 -4.0284 0.179
H -2.8357 1.2049 -2.0869 0.495
C 1.5974 3.4183 0.8768 -0.239
O 0.9020 2.2995 0.4612 -0.779
H 2.6538 3.2345 0.9208 0.155
H 1.4644 4.1621 0.1324 0.181
H 1.2277 3.7933 1.8346 0.158
H 0.9822 1.6836 1.2676 0.502
O -1.0722 0.7499 -0.9320 -1.011
H -0.5611 1.4542 -0.4741 0.506
H -1.7704 0.6096 -0.2612 0.492

=====

Summary of energy in hartree
-1779.67802; -779.96078; -1002.21710
(order as listed above)